Below is C31H38ClN13O2SiV as an isolated structure at a distorted geometry, with properties calculated with ωB97M-V/def2-TZVPD.

```
! wB97M-V def2-TZVPD RIJCOSX def2/J DEFGRID3
* xyz -2 4
V -1.9150 -0.3824 1.3798
C 3.9567 4.6192 -3.5699
C 2.8710 3.6443 -3.1738
C 3.1024 2.2659 -3.1841
C 2.0778 1.3375 -2.8773
C 2.2234 -0.0359 -2.7710
N 3.4312 -0.7377 -2.7207
C 3.4187 -1.9330 -1.8863
C 3.2824 -1.7004 -0.3707
C 1.8719 -1.4485 0.1984
N 1.1406 -2.6958 0.4375
C 0.4581 -3.3728 -0.5187
C -0.4441 -2.7829 -1.4306
C -0.6815 -3.4360 -2.6726
C -1.5187 -2.9241 -3.6295
C -1.6865 -3.5907 -4.9703
C -2.1999 -1.7263 -3.3413
C -2.0683 -1.1086 -2.1211
C -2.8396 0.1295 -1.8816
N -3.0524 0.7325 -0.7922
C -3.9156 1.9152 -0.9718
C -3.6528 3.0596 -0.0040
C -2.5398 4.0127 -0.4553
N -1.4232 3.2632 -0.9900
C -0.6284 3.8335 -1.8014
C 0.5740 3.2496 -2.3883
C 1.6227 4.1075 -2.7742
C 0.7196 1.8265 -2.5372
O -0.2030 1.0012 -2.3541
C -1.2034 -1.6259 -1.1716
O -1.1968 -1.0361 0.0293
H 4.8942 4.0931 -3.7670
H 4.1482 5.3557 -2.7820
H 3.6942 5.1746 -4.4770
H 4.0890 1.8985 -3.4692
H 1.3254 -0.6331 -2.6584
H 4.2081 -0.1285 -2.4961
H 4.3509 -2.4700 -2.0780
H 2.5981 -2.5665 -2.2335
H 3.9120 -0.8439 -0.1030
H 3.6959 -2.5792 0.1411
H 1.2889 -0.7862 -0.4415
H 1.9560 -0.9285 1.1516
H 1.4788 -3.2366 1.2149
H 0.5955 -4.4513 -0.5610
H -0.1410 -4.3582 -2.8670
H -1.1858 -4.5601 -4.9913
H -1.2587 -2.9735 -5.7648
H -2.7420 -3.7455 -5.2076
H -2.8452 -1.2735 -4.0877
H -3.2110 0.5654 -2.8129
H -4.9458 1.5747 -0.8513
H -3.8089 2.2870 -1.9962
H -3.3956 2.6223 0.9543
H -4.5716 3.6312 0.1430
H -2.2176 4.5793 0.4275
H -2.9267 4.7472 -1.1774
H -0.7683 4.9083 -2.0266
H 1.4714 5.1844 -2.6837
N -2.0136 2.5367 3.2433
C -3.1094 1.7263 3.2472
N -4.2065 2.0237 3.8959
N -5.0431 0.9813 3.6235
N -4.4944 0.1211 2.8647
N -3.2043 0.5522 2.5883
C -0.8552 2.2432 2.5702
N 0.2361 2.9633 2.6491
N 1.1270 2.2921 1.8705
N 0.6014 1.2362 1.3717
N -0.6970 1.1699 1.7998
H -2.0449 3.3725 3.7963
Cl -3.3883 -2.2549 1.2732
C 0.2207 -3.7926 5.9440
Si 0.9738 -2.4591 4.8695
C 2.4679 -3.2318 4.0409
C 1.5863 -1.0889 5.9760
C -0.1822 -1.8349 3.6593
C -0.8920 -1.3127 2.8161
H 0.9836 -4.2631 6.5732
H -0.2414 -4.5649 5.3205
H -0.5599 -3.3820 6.5927
H 3.2245 -3.4828 4.7925
H 2.9243 -2.5478 3.3154
H 2.1948 -4.1557 3.5175
H 2.3427 -1.4528 6.6794
H 0.7567 -0.6599 6.5474
H 2.0220 -0.2830 5.3769
*
```

## Properties
DFT total energy: -102317.377 eV
HOMO-LUMO gap (spin up / spin down): 4.108 / 5.836 eV
E_HOMO (spin up / spin down): -0.1249 / -1.6000 eV
⟨S²⟩: 3.869
relative energy (zero: lowest compared OMol25 entry of this formula, charge and spin): 314.17 kJ/mol

---

Below is C19H29NO2 as an isolated structure at a distorted geometry, with properties calculated with ωB97M-V/def2-TZVPD.

```
! wB97M-V def2-TZVPD RIJCOSX def2/J DEFGRID3
* xyz 0 1
C 2.8638 2.1588 3.3298
H 3.8789 2.1323 3.4196
H 2.2944 1.5301 3.9290
H 2.6014 3.2522 3.2836
C 2.6694 1.8002 1.7867
N 2.9368 0.2573 1.9334
C 2.1091 -0.5010 1.1408
C 2.4073 -0.3335 -0.6753
C 1.4893 0.7232 -1.2078
H 1.5412 0.8847 -2.2422
H 1.5865 1.4951 -0.6429
O 0.1719 0.3171 -0.9918
C -0.4989 -0.2839 -1.8625
O 0.0377 -1.0701 -2.7033
C -1.8955 -0.7318 -1.4904
C -2.7341 0.5406 -1.2907
C -2.5409 1.5716 -2.4234
C -3.1870 2.6421 -2.5000
C -4.2207 2.8251 -1.8033
C -4.4742 1.9662 -0.5469
C -3.6564 0.8699 -0.5906
H -3.9515 0.0520 0.4439
H -5.2391 2.1411 0.0916
H -4.7422 3.7607 -1.5982
H -2.8259 3.1570 -3.6431
H -1.7787 1.1589 -3.2582
C -1.9534 -1.2834 0.0174
C -2.9624 -2.7439 -0.1769
H -3.9540 -2.1861 0.1576
C -2.8310 -3.0620 -1.4828
H -1.8274 -3.7793 -1.6640
H -3.5093 -3.6519 -1.9752
C -2.6465 -1.8431 -2.3477
H -3.5688 -1.3063 -2.6523
H -1.9679 -1.8773 -3.1969
H -2.8308 -3.5733 0.6194
H -0.8839 -1.8772 -0.0119
H -2.2405 -0.8360 1.0361
H 2.1656 -1.3064 -1.1128
H 3.4235 -0.1671 -0.6469
H 2.1857 -1.5982 1.2529
H 1.0801 -0.5384 1.4363
C 4.3985 -0.1340 1.9480
C 4.6820 -0.8747 3.1721
H 4.2042 -1.9707 3.0805
H 4.2942 -0.3866 3.9326
H 5.6163 -1.1703 3.1236
H 4.4587 -0.5991 0.9653
H 4.9717 0.6672 1.7563
H 3.2851 2.0947 1.2315
H 1.5677 1.6875 1.6502
*
```

## Properties
DFT total energy: -25744.349 eV
HOMO-LUMO gap: 8.535 eV
E_HOMO: -7.8655 eV
relative energy (zero: lowest compared OMol25 entry of this formula, charge and spin): 1506.56 kJ/mol

---

Below is C40H34BrFN9O5SW as an isolated structure at a distorted geometry, with properties calculated with ωB97M-V/def2-TZVPD.

```
! wB97M-V def2-TZVPD RIJCOSX def2/J DEFGRID3
* xyz 3 1
W 1.3887 1.1970 1.0529
N -1.8617 2.0953 4.0005
C -0.7139 1.7803 3.3623
S -0.3457 2.7018 1.9135
N 0.0514 0.8617 3.8539
N 1.2035 0.6770 3.1281
C 2.0988 -0.0416 3.7459
C 3.4273 -0.2500 3.2832
C 4.2707 -1.1357 3.9744
C 5.5976 -1.2288 3.6419
C 6.1236 -0.3991 2.6405
C 5.3243 0.4973 1.9635
C 3.9723 0.5379 2.2578
O 3.1835 1.4068 1.5941
H -2.4092 2.8817 3.7007
H -2.0086 1.7383 4.9309
H 1.8063 -0.4407 4.7116
H 3.8567 -1.7449 4.7697
H 6.2416 -1.9250 4.1622
H 7.1773 -0.4535 2.3977
H 5.7225 1.1523 1.2000
Br 8.7502 3.0309 -6.0325
C 7.2056 3.9437 -5.4953
C 6.6208 4.8606 -6.3519
C 5.4826 5.5330 -5.9416
C 4.9122 5.2586 -4.7051
C 5.5305 4.3568 -3.8342
C 6.6801 3.7025 -4.2278
N 3.7414 6.0328 -4.4314
N 2.9194 5.7233 -3.5594
C 2.6562 4.5212 -2.9298
C 2.2339 3.3929 -3.6312
C 1.7325 2.2707 -2.9690
C 1.6667 2.2711 -1.5983
O 1.2074 1.2640 -0.8082
C 2.0915 3.3696 -0.8771
N 1.9806 3.2443 0.4679
C 2.3513 4.2626 1.2398
C 2.8230 5.4515 0.7047
C 2.9236 5.5940 -0.6672
C 2.5681 4.5273 -1.4981
H 7.0620 5.0568 -7.3197
H 5.0081 6.2698 -6.5780
H 5.1453 4.1950 -2.8390
H 7.1856 3.0185 -3.5601
H 2.2872 3.4034 -4.7123
H 1.4142 1.4001 -3.5293
H 2.2571 4.1224 2.3057
H 3.0927 6.2590 1.3696
H 3.2626 6.5277 -1.1013
F -5.3085 0.0871 0.1688
C -4.3799 -0.8810 0.2474
C -3.0893 -0.5182 0.4536
C -2.0987 -1.4958 0.6034
C -0.7262 -1.1265 0.8212
O -0.4532 0.1145 0.9425
C 0.2031 -2.1677 0.9183
C -0.2194 -3.4758 0.8555
N -1.4925 -3.8298 0.6978
C -1.8512 -5.2465 0.6314
C -2.6054 -5.8587 1.7744
C -1.1693 -6.2128 1.5441
C -2.4707 -2.8443 0.5464
C -3.8045 -3.1931 0.3165
C -4.7874 -2.2320 0.1582
N -6.1144 -2.6137 -0.0823
C -6.7319 -3.6255 0.7654
C -7.7211 -4.4619 -0.0231
N -8.7562 -3.5448 -0.6250
C -8.0967 -2.4994 -1.4915
C -7.1006 -1.7080 -0.6623
C 1.6420 -1.9077 1.0774
O 2.4395 -2.7377 1.4002
O 1.9888 -0.6366 0.8182
H -2.8339 0.5311 0.5233
H 0.5086 -4.2726 0.9267
H -2.0875 -5.5701 -0.3733
H -3.3666 -6.5902 1.5369
H -2.8291 -5.2275 2.6258
H -0.9231 -7.1834 1.1392
H -0.4502 -5.8301 2.2560
H -4.0639 -4.2388 0.2321
H -7.2555 -3.1457 1.6066
H -5.9874 -4.2891 1.1940
H -8.2260 -5.1872 0.6095
H -7.2382 -4.9735 -0.8526
H -9.2736 -3.0819 0.1260
H -9.4410 -4.0774 -1.1629
H -8.8691 -1.8553 -1.9050
H -7.5985 -3.0337 -2.2976
H -7.6304 -1.1369 0.1127
H -6.6305 -0.9943 -1.3288
*
```

## Properties
DFT total energy: -151079.585 eV
HOMO-LUMO gap: 5.030 eV
E_HOMO: -13.5158 eV
relative energy (zero: lowest compared OMol25 entry of this formula, charge and spin): 24.34 kJ/mol

---

Below is C11H25N2O5P2Pr as an isolated structure at a distorted geometry, with properties calculated with ωB97M-V/def2-TZVPD.

```
! wB97M-V def2-TZVPD RIJCOSX def2/J DEFGRID3
* xyz 0 3
C -0.8175 0.7198 -4.0384
C -0.8736 0.1977 -2.7233
N 0.1158 0.5691 -1.8211
C 0.8385 1.6684 -2.0959
C 0.8017 2.2842 -3.3267
C -0.0154 1.7976 -4.3231
C -2.0043 -0.6201 -2.3664
P -2.6150 -0.8455 -0.6794
Pr 0.2161 -0.7904 0.4752
P 2.3494 1.2655 0.2903
C 1.6673 2.3403 -1.0104
O -0.5565 -3.2848 -3.1788
O -0.3357 -3.1031 -0.1862
H -1.5158 0.2955 -4.7606
H 1.4012 3.1757 -3.4264
H 0.0053 2.2390 -5.3088
C -4.0675 0.2894 -0.7763
C -3.4342 -2.5146 -0.7548
H 2.5119 2.8628 -1.4552
H 1.0383 3.0801 -0.4985
H -1.2485 -2.5978 -3.3489
H -2.6047 -0.9719 -3.2027
C 2.6839 2.4659 1.6231
C 4.0193 0.9155 -0.3488
H 2.6181 -1.8921 0.5700
H 0.0044 -3.9658 0.1100
H -0.4016 -3.1270 -1.1911
H 0.1815 -3.0526 -3.7631
H -1.1971 0.7288 0.5007
H 2.8831 -1.2440 0.8347
H -4.8063 -0.1034 -1.4915
H -4.5051 0.4094 0.2286
H -3.6565 1.2475 -1.1336
H -4.2315 -2.5396 -1.5090
H -2.6929 -3.3024 -0.9509
H -3.8695 -2.7051 0.2357
H 4.5870 1.8608 -0.3942
H 4.5063 0.1960 0.3256
H 3.9213 0.4605 -1.3452
H 3.5940 3.0348 1.3662
H 1.8161 3.1372 1.7258
H 2.8223 1.9310 2.5715
O 0.2584 -0.6187 4.5402
N 0.2377 -0.6212 3.3301
O 0.4160 0.4499 2.6083
O -0.0288 -1.7151 2.6401
*
```

## Properties
DFT total energy: -57672.135 eV
HOMO-LUMO gap (spin up / spin down): 6.069 / 6.071 eV
E_HOMO (spin up / spin down): -6.2001 / -6.1988 eV
⟨S²⟩: 2.011

---

Question: Which formula does entry 3 have?
Answer: C40H34BrFN9O5SW

---

Question: The highest DFT total energy belongs to which entry?
Answer: C19H29NO2

---

Question: Which value of DFT total energy does entry 4 give?
Answer: -57672.135 eV

---

Question: Which value of DFT total energy does entry 3 give?
Answer: -151079.585 eV